{
  "formula": "C2H40NO17",
  "method": "ωB97M-V/def2-TZVPD",
  "multiplicity": 2,
  "homo_lumo_gap_ha": [0.38974, 0.08905],
  "s2": 0.756,
  "charge": 2,
  "elements": ["C", "O", "C", "N", "H", "H", "H", "H", "H", "H", "H", "H", "H", "H", "O", "H", "H", "O", "H", "H", "O", "H", "H", "O", "H", "H", "O", "H", "H", "O", "H", "H", "O", "H", "H", "O", "H", "H", "O", "H", "H", "O", "H", "H", "O", "H", "H", "O", "H", "H", "O", "H", "H", "O", "H", "H", "O", "H", "H", "O"],
  "positions_angstrom": [[0.68752, -0.43032, -0.53394], [0.84448, 0.36634, 0.67263], [2.15964, -0.97819, -0.68849], [2.44213, -1.81872, -1.97095], [0.42641, 0.13018, -1.47139], [-0.04672, -1.14544, -0.46979], [0.29257, 0.24297, 1.49771], [2.98241, -0.12133, -0.62186], [2.39065, -1.66196, 0.12290], [2.61201, -1.14026, -2.76143], [1.68164, -2.32242, -2.29766], [3.30267, -2.49618, -1.80076], [4.02430, -3.82015, 0.44900], [3.29247, -4.65174, -0.76253], [3.94639, -3.95842, -0.54465], [2.07785, -2.64490, 3.97848], [0.79110, -1.94816, 4.17362], [1.21801, -2.79759, 3.79632], [1.69011, 2.42058, -3.09528], [1.39463, 4.02649, -3.06924], [1.61607, 3.16742, -2.45209], [0.50504, 0.09329, 5.30960], [-0.58441, -0.01284, 4.23202], [-0.27069, -0.45552, 4.97816], [0.31295, 4.07410, 1.59825], [0.00122, 5.56494, 1.97874], [-0.24613, 4.60803, 2.22978], [-1.23960, 1.30723, 2.50631], [-1.94347, -0.06238, 2.35557], [-1.11483, 0.34711, 2.47194], [-2.78715, 3.58980, 0.13038], [-1.25411, 2.92088, -0.42037], [-2.20836, 2.91629, -0.14813], [0.66985, 2.00760, 0.35603], [0.97889, 2.87409, -0.90883], [0.53201, 2.87386, -0.03461], [-4.84053, 1.10974, 3.19491], [-3.75069, 1.94430, 2.54543], [-4.14563, 1.01919, 2.61145], [-2.20163, -0.39771, -0.98499], [-3.52032, -1.15149, -1.11684], [-2.58090, -1.22571, -0.78944], [1.93736, 0.00976, -5.21685], [0.65459, 0.29051, -4.36963], [1.58858, 0.17990, -4.31479], [-1.60276, -0.33065, -3.44534], [-1.43469, -0.30876, -4.95195], [-0.94797, -0.43301, -4.07281], [0.91141, -3.61519, 1.76995], [-0.01735, -4.69445, 1.60951], [0.58649, -4.26865, 1.11976], [1.20078, -5.00298, -1.78888], [1.02181, -4.03492, -0.53853], [1.55595, -4.24879, -1.41806], [-1.98924, 2.75239, 1.67887], [-1.78698, 3.71363, 2.82335], [-2.32627, 2.92895, 2.49445], [-3.73430, 1.73336, -2.37113], [-2.67389, 1.78977, -1.23500], [-3.08135, 1.17611, -2.01888]],
  "forces_ev_per_a": [[3.19, 1.86, -0.02], [-0.14, 0.16, -0.41], [1.04, 0.30, -0.50], [3.49, 2.82, 0.41], [0.25, 0.39, 1.04], [-1.44, -2.14, 0.63], [-0.07, -0.89, -1.60], [-2.07, -1.72, -0.39], [-0.17, 0.03, 0.14], [0.14, -0.67, 0.77], [-1.94, -1.91, -0.20], [-1.97, 1.14, -0.05], [-0.27, -0.77, -2.03], [0.19, 0.56, 0.63], [0.60, 0.74, 1.47], [4.71, 0.36, 0.94], [0.28, -1.83, -0.65], [-5.15, 1.45, -0.48], [0.01, 0.78, 0.48], [0.89, -3.27, 2.34], [-0.76, 2.28, -3.09], [-1.57, -0.99, -0.45], [-0.79, 1.15, -2.00], [2.68, -0.34, 2.65], [-0.68, 0.61, 0.56], [-0.68, -2.14, 0.78], [1.26, 1.49, -1.39], [-0.37, -0.20, 0.28], [-1.64, -0.80, -0.32], [1.83, 0.93, 0.26], [-0.10, 2.10, -0.09], [0.09, 1.56, 0.71], [0.63, -3.40, -0.61], [0.40, -0.86, 0.09], [0.12, 0.31, 0.04], [-0.91, 0.94, -0.27], [-3.28, 0.03, 2.68], [0.53, 0.07, -0.04], [3.08, 0.22, -2.49], [0.45, 1.88, -0.53], [1.30, 0.00, 0.43], [-1.88, -1.92, 0.27], [-0.44, 0.28, 0.85], [-1.46, -0.22, -0.14], [2.48, -0.07, -0.37], [-2.35, 0.51, 2.20], [0.98, -0.37, 1.79], [0.85, -0.07, -4.01], [0.13, -0.12, -0.13], [-3.72, -2.90, 2.48], [3.59, 3.31, -2.00], [-1.50, -2.55, -1.11], [1.25, -1.26, -2.05], [-0.53, 3.14, 2.85], [1.58, -0.60, -4.39], [-0.42, -0.70, -0.36], [-1.51, 1.26, 4.60], [-1.54, 1.09, -1.03], [-1.42, -1.47, -2.15], [2.77, 0.41, 2.99]]
}


{
  "formula": "C2H45O21",
  "method": "ωB97M-V/def2-TZVPD",
  "homo_lumo_gap_ha": 0.30384,
  "charge": -1,
  "elements": ["C", "C", "O", "H", "H", "H", "H", "H", "O", "H", "H", "O", "H", "H", "O", "H", "H", "O", "H", "H", "O", "H", "H", "O", "H", "H", "O", "H", "H", "O", "H", "H", "O", "H", "H", "O", "H", "H", "O", "H", "H", "O", "H", "H", "O", "H", "H", "O", "H", "H", "O", "H", "H", "O", "H", "H", "O", "H", "H", "O", "H", "H", "O", "H", "H", "O", "H", "H"],
  "positions_angstrom": [[0.38309, -0.46301, 0.96327], [-0.06422, 0.11601, -0.41692], [-1.23526, -0.54618, -0.83648], [-0.39011, -0.74582, 1.62586], [1.02932, 0.27202, 1.42435], [0.93546, -1.32865, 0.67126], [0.75498, 0.15202, -1.11524], [-0.34361, 1.14219, -0.29132], [0.71917, 3.27140, 2.90010], [0.88746, 3.14811, 1.97567], [1.03448, 4.12438, 3.19727], [1.18686, 0.74921, 3.99411], [1.12678, 1.63576, 3.55167], [0.35040, 0.42563, 3.85064], [-1.43732, 0.54505, -3.29382], [-1.30049, 0.11971, -2.41344], [-0.64479, 0.45258, -3.75568], [-3.44864, -1.31711, 2.55628], [-3.14395, -0.67941, 1.87865], [-3.57559, -2.10770, 2.10608], [3.35670, 1.04143, -1.73506], [2.91205, 1.50296, -2.44951], [4.14175, 0.65584, -2.13594], [-2.45505, 2.57935, -1.29546], [-2.09773, 2.32618, -2.09839], [-3.09989, 1.90744, -1.04557], [-3.25652, -1.32389, -3.56442], [-2.47539, -0.70503, -3.66102], [-3.37898, -1.45031, -2.61209], [3.34801, -0.37707, 3.42906], [2.46034, 0.07019, 3.62116], [3.42996, -0.39515, 2.50219], [-3.64423, -1.94724, -0.99454], [-4.41436, -1.92001, -0.42542], [-2.98067, -1.31776, -0.72299], [-1.22488, 2.90790, 0.99755], [-1.54261, 3.75815, 1.23305], [-1.64677, 2.91494, 0.14637], [0.35554, -2.39243, -1.95108], [-0.13397, -1.65549, -1.54273], [-0.36165, -2.76629, -2.53440], [1.69687, -3.79878, 0.99942], [1.91948, -3.38084, 1.81146], [0.91347, -3.33670, 0.73238], [3.81723, -0.10147, 0.70266], [3.59866, 0.37547, -0.17739], [4.71322, 0.15571, 0.93452], [1.52389, 2.56845, 0.28019], [0.76905, 2.08491, 0.63307], [2.23008, 1.90267, 0.41241], [1.35359, 0.07701, -3.77148], [1.62124, -0.77582, -4.18725], [2.09564, 0.62871, -4.03476], [2.84690, -1.58005, -1.73562], [2.00669, -2.01870, -1.76440], [2.56619, -0.66630, -1.94222], [-0.63253, -2.99566, 3.49080], [0.17842, -2.69599, 3.83031], [-0.70586, -2.67656, 2.61728], [-1.19889, -3.02916, 0.67180], [-1.63064, -2.35987, 0.17090], [-1.98317, -3.55711, 0.92263], [-0.08802, 3.63163, -1.90884], [0.20041, 4.39207, -1.34781], [0.00323, 2.93859, -1.23895], [-3.03170, 0.48739, 0.72575], [-2.25973, 0.12889, 0.21145], [-2.63935, 1.22159, 1.22862]],
  "forces_ev_per_a": [[1.03, 1.15, -2.18], [-1.89, -0.35, 2.18], [0.51, -0.18, -0.79], [-1.14, 0.02, 0.45], [0.45, -0.24, 0.45], [0.72, -0.64, 0.43], [0.44, -0.49, -0.53], [-0.19, 0.89, 0.09], [-0.43, -0.22, 1.59], [0.44, 0.54, -1.01], [0.25, 0.05, -0.23], [1.79, 2.69, 0.27], [0.27, -0.37, 0.64], [-3.14, -1.67, -0.36], [-1.83, 0.78, 0.95], [-0.07, -0.14, 0.43], [2.26, -0.12, -1.09], [0.31, 1.84, 1.45], [-0.37, 0.02, 0.08], [-0.30, -2.23, -1.08], [0.42, 0.64, -0.37], [-0.28, 0.34, 0.26], [0.14, -0.20, -0.02], [-1.79, 0.95, 2.67], [1.30, -0.93, -2.81], [0.02, -0.23, -0.03], [0.79, 0.35, -0.65], [-1.30, -0.65, 0.21], [-0.11, -0.09, -0.35], [-0.61, 0.27, 2.17], [1.47, -0.89, -0.32], [0.00, -0.09, -1.84], [-0.45, -1.19, -0.09], [0.08, 0.46, 0.18], [0.36, 0.71, 0.39], [0.45, -0.50, 0.70], [-0.05, 1.44, 1.41], [-0.51, -0.99, -2.01], [-1.34, -0.95, -1.47], [-0.56, 0.09, 0.31], [1.23, 0.34, 0.88], [0.46, -0.84, -0.62], [0.52, 0.47, 1.09], [-0.96, 0.12, -0.52], [-0.50, 1.27, -1.85], [0.55, -1.39, 2.10], [0.09, 0.12, -0.03], [0.87, -0.51, 0.49], [-0.51, -0.01, -0.27], [-0.10, 0.57, -0.19], [0.63, -0.79, -0.88], [-0.55, 0.47, 0.75], [-0.15, 0.30, -0.18], [0.94, 1.36, -0.39], [-0.90, -1.10, -0.06], [0.33, -0.84, 0.26], [-1.41, -1.20, 1.33], [1.65, 0.60, 0.62], [-0.18, 0.53, -1.84], [-0.71, -1.53, 1.15], [0.05, 1.49, -1.16], [0.87, -0.12, 0.02], [0.70, 1.07, 0.94], [-0.30, -0.65, -0.93], [0.06, -0.22, -0.40], [0.11, 0.83, 0.31], [0.22, -0.12, -0.57], [-0.15, -0.08, -0.13]]
}


{
  "formula": "C2H4AgLiO",
  "method": "ωB97M-V/def2-TZVPD",
  "homo_lumo_gap_ha": 0.20699,
  "elements": ["O", "Li", "C", "C", "H", "H", "H", "H", "Ag"],
  "positions_angstrom": [[1.09373, -0.10523, 0.58033], [2.59560, -0.32283, 1.49308], [0.00935, -0.85478, 0.44674], [-0.80843, -0.83968, -0.62849], [-0.26922, -1.46859, 1.31914], [-0.56800, -0.24900, -1.51929], [-1.70488, -1.45957, -0.64261], [-0.84580, 3.31941, -0.97989], [0.49765, 1.98027, -0.06902]],
  "forces_ev_per_a": [[1.58, 0.27, 0.76], [-0.65, 0.17, -0.45], [-1.64, -0.24, -0.82], [0.51, -0.32, 0.44], [0.13, 0.09, -0.26], [-0.14, -0.14, 0.40], [0.30, 0.18, 0.03], [1.50, -1.15, 0.97], [-1.59, 1.13, -1.06]]
}


{
  "formula": "C2H4B2O",
  "method": "ωB97M-V/def2-TZVPD",
  "multiplicity": 3,
  "homo_lumo_gap_ha": [0.25369, 0.29106],
  "s2": 2.009,
  "elements": ["B", "B", "C", "C", "O", "H", "H", "H", "H"],
  "positions_angstrom": [[-0.99682, 0.43430, -1.68620], [0.74027, 0.00341, 1.97738], [-0.31143, -0.11489, -0.53733], [0.48273, -0.51328, 0.41538], [0.73182, -1.52157, -0.39005], [-0.86763, -0.12808, -2.74027], [-1.60988, 1.50828, -1.66960], [0.79918, -0.73128, 2.88390], [1.03177, 1.06311, 1.74679]],
  "forces_ev_per_a": [[-1.03, 1.04, -1.79], [-0.20, -2.61, -3.74], [-0.38, 0.07, -2.74], [2.39, 0.15, 7.37], [-1.42, 0.08, -0.96], [0.06, 0.14, 0.33], [0.36, -1.08, 0.39], [0.15, -0.04, 0.37], [0.07, 2.24, 0.76]]
}